The following is a DFT calculation (ωB97M-V with the def2-TZVPD basis set) of a cluster of 2 separate species, C7H16 in total.

Element x y z (Å)
C (-0.112, 3.257, -0.374)
C (-0.401, -0.308, -1.938)
C (-0.711, 0.869, -1.018)
C (0.164, 2.086, -1.309)
H (-1.144, 3.606, -0.458)
H (0.533, 4.113, -0.578)
H (0.051, 2.973, 0.669)
H (-1.018, -1.166, -1.678)
H (0.650, -0.591, -1.895)
H (-0.613, -0.054, -2.983)
H (-0.521, 0.576, 0.020)
H (-1.764, 1.142, -1.121)
H (1.219, 1.808, -1.231)
H (0.004, 2.400, -2.345)
C (0.199, -2.271, 2.911)
C (0.282, -2.743, 1.490)
C (0.800, -2.024, 0.500)
H (0.722, -2.978, 3.563)
H (0.639, -1.287, 3.054)
H (-0.835, -2.269, 3.270)
H (-0.132, -3.725, 1.285)
H (0.881, -2.417, -0.502)
H (1.104, -0.998, 0.667)

Calculated values
Multiplicity: 1
Energy relative to the best compared isomer or geometry (same formula, charge and spin): 24.5 kcal/mol
HOMO-LUMO gap: 10.74 eV
Energy: -7517.837 eV
Molecular weight: 100.2 Da

natural (NBO) population analysis, charges in e, atoms 1 to 2: atom 1 (C): -0.60, atom 2 (C): -0.60

The following is a DFT calculation (ωB97M-V with the def2-TZVPD basis set) of a cluster of 4 separate species, C25H44IO10PS in total.

Element x y z (Å)
C (-0.232, -0.745, 5.045)
C (-0.673, 0.246, 3.959)
C (-1.398, -0.422, 2.787)
C (-2.107, 0.582, 1.882)
O (-1.981, 0.147, 0.523)
C (-1.990, 1.133, -0.512)
P (-3.548, 2.213, -0.261)
C (-4.807, 0.878, -0.442)
C (-3.804, 3.041, -1.879)
C (-2.005, 0.318, -1.819)
C (-1.034, 0.801, -2.883)
O (-1.054, 2.241, -2.959)
S (-0.251, 2.962, -1.800)
O (1.150, 2.792, -2.051)
O (-0.804, 4.277, -1.713)
C (-0.704, 2.016, -0.334)
C (0.490, 1.293, 0.312)
C (0.973, -0.049, -0.255)
C (2.215, 0.011, -1.132)
I (3.906, 0.526, 0.067)
H (0.808, -0.587, 5.329)
H (-0.322, -1.776, 4.697)
H (-0.835, -0.649, 5.950)
H (-1.331, 1.007, 4.390)
H (0.206, 0.778, 3.583)
H (-2.111, -1.154, 3.174)
H (-0.683, -0.971, 2.170)
H (-3.170, 0.665, 2.133)
H (-1.681, 1.582, 2.009)
H (-4.546, 0.037, 0.200)
H (-5.778, 1.270, -0.137)
H (-4.882, 0.535, -1.474)
H (-3.203, 3.946, -1.952)
H (-3.613, 2.409, -2.746)
H (-4.861, 3.319, -1.895)
H (-1.756, -0.717, -1.575)
H (-3.012, 0.299, -2.236)
H (-0.008, 0.472, -2.705)
H (-1.330, 0.460, -3.873)
H (-0.969, 2.835, 0.342)
H (0.191, 1.135, 1.347)
H (1.332, 1.988, 0.350)
H (0.175, -0.564, -0.791)
H (1.211, -0.698, 0.591)
H (2.467, -0.956, -1.560)
H (2.175, 0.770, -1.908)
O (2.505, 0.860, 4.544)
C (3.411, 1.637, 4.475)
O (4.591, 1.428, 5.110)
C (5.464, 2.557, 4.930)
C (4.963, 3.255, 3.670)
C (3.470, 2.952, 3.724)
H (5.383, 3.195, 5.813)
H (6.481, 2.180, 4.856)
H (5.205, 4.316, 3.653)
H (5.403, 2.789, 2.788)
H (2.914, 3.693, 4.302)
H (3.001, 2.845, 2.748)
O (4.024, -2.743, -2.137)
C (5.018, -3.234, -1.687)
O (5.442, -4.465, -2.064)
C (6.594, -4.856, -1.298)
C (7.206, -3.550, -0.798)
C (5.973, -2.667, -0.656)
H (6.258, -5.491, -0.476)
H (7.244, -5.433, -1.950)
H (7.773, -3.678, 0.121)
H (7.873, -3.141, -1.558)
H (5.496, -2.768, 0.321)
H (6.136, -1.609, -0.842)
O (-6.267, 0.252, -3.426)
C (-6.154, -0.913, -3.667)
O (-5.025, -1.601, -3.357)
C (-5.117, -2.958, -3.824)
C (-6.611, -3.231, -3.967)
C (-7.146, -1.850, -4.327)
H (-4.595, -3.025, -4.781)
H (-4.615, -3.593, -3.099)
H (-6.826, -4.000, -4.706)
H (-7.022, -3.552, -3.009)
H (-7.116, -1.658, -5.402)
H (-8.151, -1.638, -3.971)

Calculated values
Multiplicity: 1
HOMO-LUMO gap: 8.71 eV
Energy: -75338.564 eV
Molecular weight: 694.6 Da

Mulliken population analysis, charges in e, atoms 1 to 2: atom 1 (C): -1.26, atom 2 (C): -0.02

The following is a DFT calculation (ωB97M-V with the def2-TZVPD basis set) of a cluster of 3 separate species, C4H12O2 in total.

Element x y z (Å)
C (-0.749, 0.297, 1.529)
C (-0.190, 0.509, 0.145)
C (0.086, 1.743, -0.285)
C (-0.057, -0.751, -0.673)
H (-0.044, 0.441, 2.352)
H (-1.134, -0.718, 1.659)
H (-1.619, 0.926, 1.729)
H (0.111, 2.036, -1.319)
H (0.089, 2.453, 0.534)
H (-1.004, -1.016, -1.143)
H (0.209, -1.552, 0.026)
H (0.773, -0.797, -1.360)
H (-2.929, -3.836, -3.638)
H (-2.856, -4.825, -2.532)
O (-2.862, -3.876, -2.677)
H (4.082, 3.705, 2.215)
H (4.244, 2.220, 1.878)
O (3.852, 3.039, 1.560)

Calculated values
Multiplicity: 1
Energy relative to the best compared isomer or geometry (same formula, charge and spin): 24.8 kcal/mol
HOMO-LUMO gap: 9.65 eV
Energy: -8436.438 eV
Molecular weight: 92.1 Da

natural (NBO) population analysis, charges in e, atoms 1 to 2: atom 1 (C): -0.66, atom 2 (C): 0.03

The following is a DFT calculation (ωB97M-V with the def2-TZVPD basis set) of a structure of composition C22H34N11SZr.

Element x y z (Å)
Zr (-0.371, 0.297, 0.109)
C (1.550, 1.078, 4.403)
C (0.950, 0.469, 3.172)
N (0.380, 1.236, 2.212)
N (0.295, 2.483, 2.290)
C (-0.354, 2.950, 1.030)
N (-0.406, 4.398, 1.101)
S (-2.021, 2.118, 0.898)
C (0.722, -0.907, 2.987)
C (1.126, -1.895, 3.932)
C (0.856, -3.216, 3.704)
C (0.177, -3.602, 2.539)
C (-0.188, -2.604, 1.661)
N (0.070, -1.308, 1.845)
H (1.874, 2.091, 4.165)
H (0.825, 1.150, 5.223)
H (2.412, 0.512, 4.763)
H (-0.929, 4.650, 1.933)
H (-0.945, 4.713, 0.303)
H (1.628, -1.582, 4.837)
H (1.156, -3.963, 4.431)
H (-0.073, -4.634, 2.338)
H (-0.728, -2.820, 0.747)
C (1.705, -2.256, -4.275)
N (1.596, -0.817, -4.031)
C (0.586, -0.210, -4.885)
C (1.492, -0.466, -2.670)
N (0.513, 0.111, -2.120)
N (2.658, -0.800, -1.986)
C (2.897, -0.570, -0.638)
N (4.226, -0.757, -0.303)
N (1.985, -0.208, 0.163)
H (2.005, -2.413, -5.312)
H (0.749, -2.767, -4.104)
H (2.454, -2.699, -3.624)
H (0.865, -0.394, -5.922)
H (0.554, 0.864, -4.715)
H (-0.415, -0.631, -4.720)
H (-0.304, 0.192, -2.713)
H (3.473, -0.782, -2.577)
H (4.718, -1.475, -0.810)
H (4.410, -0.761, 0.686)
H (2.306, -0.086, 1.122)
N (0.347, 2.471, -0.145)
C (1.641, 2.878, -0.362)
C (2.513, 3.458, 0.589)
C (3.837, 3.731, 0.282)
C (4.369, 3.473, -0.976)
C (3.512, 2.964, -1.949)
C (2.189, 2.693, -1.657)
H (2.129, 3.688, 1.572)
H (4.472, 4.164, 1.048)
H (5.406, 3.691, -1.201)
H (3.879, 2.801, -2.959)
H (1.519, 2.345, -2.431)
C (-3.234, -0.573, -2.500)
C (-2.849, -1.379, -1.242)
C (-2.621, -2.849, -1.645)
C (-4.029, -1.315, -0.255)
N (-1.677, -0.834, -0.645)
H (-4.171, -0.918, -2.951)
H (-2.439, -0.659, -3.248)
H (-3.324, 0.474, -2.206)
H (-3.498, -3.282, -2.137)
H (-2.394, -3.438, -0.753)
H (-1.764, -2.911, -2.322)
H (-4.945, -1.739, -0.682)
H (-4.203, -0.273, 0.019)
H (-3.773, -1.861, 0.655)

Calculated values
Multiplicity: 1
Energy relative to the best compared isomer or geometry (same formula, charge and spin): 0.0 kcal/mol
HOMO-LUMO gap: 5.50 eV
Energy: -51876.716 eV
Charge: -1
Molecular weight: 575.9 Da

natural (NBO) population analysis, charges in e, atoms 1 to 2: atom 1 (Zr): 1.83, atom 2 (C): -0.65

The following is a DFT calculation (ωB97M-V with the def2-TZVPD basis set) of a cluster of 2 separate species, C2ClF3 in total.

Element x y z (Å)
C (-0.279, 0.717, 0.988)
C (0.453, -0.535, -0.735)
F (-1.417, 1.141, 0.409)
F (-0.623, 0.009, 2.127)
F (1.394, -1.399, -0.554)
Cl (0.473, 0.066, -2.235)

Calculated values
Multiplicity: 1
Energy relative to the best compared isomer or geometry (same formula, charge and spin): 91.7 kcal/mol
HOMO-LUMO gap: 8.22 eV
Energy: -22743.520 eV
Molecular weight: 116.5 Da

natural (NBO) population analysis, charges in e, atoms 1 to 2: atom 1 (C): 0.61, atom 2 (C): 0.29

The following is a DFT calculation (ωB97M-V with the def2-TZVPD basis set) of a structure of composition C6H12O.

Element x y z (Å)
C (2.413, -0.063, -0.057)
C (0.951, -0.272, 0.307)
O (0.903, -0.661, 1.674)
C (0.119, 0.970, 0.073)
C (-0.640, 1.127, -1.217)
C (-1.382, 1.046, 0.078)
C (-2.067, -1.054, 0.154)
H (2.517, 0.162, -1.123)
H (2.987, -0.967, 0.172)
H (2.834, 0.765, 0.524)
H (0.544, -1.080, -0.321)
H (0.088, -0.303, 2.047)
H (0.574, 1.863, 0.513)
H (-0.597, 0.274, -1.891)
H (-0.667, 2.085, -1.735)
H (-2.210, 0.224, 0.420)
H (-1.901, -1.308, -0.892)
H (-3.103, -1.270, 0.443)
H (-1.362, -1.537, 0.832)

Calculated values
Multiplicity: 1
Energy relative to the best compared isomer or geometry (same formula, charge and spin): 124.5 kcal/mol
HOMO-LUMO gap: 8.95 eV
Energy: -8458.955 eV
Molecular weight: 100.2 Da

natural (NBO) population analysis, charges in e, atoms 1 to 2: atom 1 (C): -0.61, atom 2 (C): 0.10

Per-record max |F|, hartree/bohr: 0.01021 0.00593 0.02845 0.00546 0.06350 0.00598
Per-record LUMO level, eV: 1.1 0.4 0.9 2.2 -1.0 0.6
Per-record HOMO energy, Eh: -0.353 -0.305 -0.322 -0.120 -0.337 -0.307